1.
The following is a DFT calculation (ωB97M-V/def2-TZVPD) of the molecule C5H5N at a distorted geometry.

Results
HOMO level: -10.59 eV
E: -6752.398 eV
energy relative to the best compared isomer or geometry (same formula, charge and spin): 80.9 kcal per mole
LUMO level: 0.794 eV
orbital gap: 11.4 eV

XYZ file:
```
11
C5H5N | the OMol25 dataset | ωB97M-V/def2-TZVPD
C -0.596 1.297 -0.222
C -0.118 0.008 0.523
C 1.061 -0.706 0.127
C 2.119 -1.045 -0.251
C -1.141 -1.128 0.203
H -0.563 1.163 -1.311
H -0.118 2.322 0.079
H -1.788 1.380 -0.159
H -0.075 -0.124 1.610
H 3.215 -1.383 -0.349
N -1.997 -1.782 -0.252
```

Atomic partial charges in e from the Mulliken method, atoms 1 to 6: -1.06 0.66 -0.89 0.15 0.03 0.33

2.
The following is a DFT calculation (ωB97M-V/def2-TZVPD) of the molecule C5H5N at a distorted geometry.

Results
HOMO level: -8.25 eV
E: -6749.127 eV
energy relative to the best compared isomer or geometry (same formula, charge and spin): 156.4 kcal per mole
LUMO level: 0.751 eV
orbital gap: 9.0 eV

XYZ file:
```
11
C5H5N | the OMol25 dataset | ωB97M-V/def2-TZVPD
C -0.998 -0.525 -0.117
C 0.716 0.410 -1.300
C -0.487 0.377 1.454
C 0.220 -0.968 -0.873
C 0.158 0.338 0.029
N -1.608 -0.410 1.039
H 1.793 0.483 -1.391
H 0.221 1.047 -2.018
H -0.041 -0.121 2.276
H -0.786 1.314 1.896
H 0.813 -1.946 -0.995
```

Atomic partial charges in e from the Mulliken method, atoms 1 to 6: 0.45 -0.37 -0.41 -0.31 0.14 -0.66

3.
The following is a DFT calculation (ωB97M-V/def2-TZVPD) of the molecule C5H5N at a distorted geometry.

Results
HOMO level: -8.79 eV
E: -6750.842 eV
energy relative to the best compared isomer or geometry (same formula, charge and spin): 116.8 kcal per mole
LUMO level: 0.025 eV
orbital gap: 8.8 eV

XYZ file:
```
11
C5H5N | the OMol25 dataset | ωB97M-V/def2-TZVPD
C 1.054 -0.673 -1.544
C 0.301 -0.174 -0.451
C -0.361 -0.563 0.509
C -1.036 0.263 1.509
C -0.620 1.564 0.929
N -0.047 2.149 0.109
H 0.618 -0.565 -2.532
H 0.708 -1.604 -1.024
H 2.131 -0.546 -1.501
H -2.113 0.086 1.492
H -0.633 0.063 2.504
```

Atomic partial charges in e from the Mulliken method, atoms 1 to 6: -0.79 0.20 -0.40 -0.11 0.33 -0.54

4.
The following is a DFT calculation (ωB97M-V/def2-TZVPD) of the ion C5H5N2O2 with charge -1 at a distorted geometry.

Results
charge: -1
HOMO level: -2.03 eV
E: -12336.684 eV
energy relative to the best compared isomer or geometry (same formula, charge and spin): 79.8 kcal per mole
LUMO level: 3.702 eV
orbital gap: 5.7 eV

XYZ file:
```
14
C5H5N2O2 | the OMol25 dataset | ωB97M-V/def2-TZVPD
C -2.179 -1.159 -0.789
C -2.802 0.005 -0.942
C -0.728 -1.391 -0.482
C 0.311 -0.214 -0.700
C -0.145 0.901 0.199
N 0.382 0.757 1.611
N 1.013 1.698 0.633
O -3.423 0.952 -1.181
O -0.414 -2.526 -0.102
H -2.832 -2.158 -0.705
H 1.189 -0.659 -0.220
H 0.333 -0.026 -1.720
H -0.289 1.492 2.182
H 1.915 1.525 0.290
```

Atomic partial charges in e from the Mulliken method, atoms 1 to 6: -0.72 0.66 0.55 -0.82 0.03 -0.51

Question: What is the energy relative to the best compared isomer or geometry (same formula, charge and spin) in the third record?
Answer: 116.8 kcal per mole